Run A
# C4H12NO

A cluster of 4 separate species, C4H12NO in total (ωB97M-V with the def2-TZVPD basis set, the Open Molecules 2025 dataset).

Last columns: bonded neighbours and bond lengths (Å).
Geometry (Å):
1 C -1.09 -1.02 -1.23  C2 1.516, N5 1.525, H6 1.128, H7 1.113
2 C -1.48 -0.43 0.11  C1 1.516, C3 1.503, H8 1.086, H9 1.084
3 C -0.43 0.06 1.07  C2 1.503, C4 1.637, H10 1.102
4 C -0.13 1.61 1.50  C3 1.637, H11 1.136, H12 1.181
5 N -0.16 -0.19 -2.11  C1 1.525, H13 1.051, H15 1.156
6 H -0.45 -1.95 -1.13  C1 1.128
7 H -1.92 -1.15 -1.95  C1 1.113
8 H -2.10 0.38 -0.27  C2 1.086
9 H -1.94 -1.35 0.46  C2 1.084
10 H 0.41 -0.55 1.44  C3 1.102
11 H 0.41 1.68 2.50  C4 1.136
12 H -0.60 2.43 0.79  C4 1.181
13 H 0.42 0.17 -1.31  N5 1.051
14 H 1.44 -1.11 -0.32  no bonds
15 H -0.81 0.76 -2.01  N5 1.156
16 H 1.12 0.65 0.65  no bonds
17 H 2.13 -0.52 1.19  O18 0.958
18 O 2.73 0.08 0.75  H17 0.958

## Properties
HOMO energy = -15.0 eV
lowest unoccupied orbital energy = -8.40 eV
charge = +1
Kohn-Sham gap = 6.58 eV

Need the Mulliken charges? In units of e they are: -1.27 0.04 -1.36 -0.33 -0.49 0.44 0.41 0.38 0.26 1.19 0.31 0.32 0.24 0.36 0.32 0.20 0.51 -0.52


Run B
# C4H12NO

A cluster of 2 separate species, C4H12NO in total (ωB97M-V with the def2-TZVPD basis set, the Open Molecules 2025 dataset).

Last columns: bonded neighbours and bond lengths (Å).
Geometry (Å):
1 C -1.11 1.26 -0.18  C4 1.459, H7 1.130, H8 1.111, H9 1.100
2 C -1.61 -1.19 -0.47  C4 1.449, H10 1.161, H11 1.093, H12 1.089
3 C 2.19 -0.24 0.34  O6 1.400, H13 1.113, H14 1.173, H15 1.069
4 C -1.03 -0.12 0.30  C1 1.459, C2 1.449, N5 1.352
5 N -0.68 -0.44 1.57  C4 1.352, H17 0.977, H18 0.989
6 O 1.28 0.03 -0.69  C3 1.400, H16 0.922
7 H -0.38 1.87 0.43  C1 1.130
8 H -0.65 1.38 -1.18  C1 1.111
9 H -2.15 1.61 -0.15  C1 1.100
10 H -2.67 -0.96 -0.87  C2 1.161
11 H -1.02 -1.37 -1.38  C2 1.093
12 H -1.68 -2.10 0.12  C2 1.089
13 H 1.72 0.36 1.16  C3 1.113
14 H 3.29 -0.01 0.04  C3 1.173
15 H 1.98 -1.25 0.63  C3 1.069
16 H 1.62 -0.44 -1.41  O6 0.922
17 H -0.74 -1.37 1.86  N5 0.977
18 H -0.13 0.28 1.98  N5 0.989

## Properties
HOMO energy = -14.8 eV
lowest unoccupied orbital energy = -4.41 eV
charge = +1
Kohn-Sham gap = 10.43 eV

Need the Mulliken charges? In units of e they are: -0.93 -1.26 -0.52 0.92 -0.28 -0.40 0.33 0.31 0.35 0.33 0.28 0.38 0.11 0.28 0.30 0.28 0.22 0.30


Which is more stable than every other structure shown? run B is more stable than every other one.